# C4H6O

One molecule with the formula C4H6O (ωB97M-V with the def2-TZVPD basis set, the Open Molecules 2025 dataset).

Structure (XYZ):
```
11
Properties=species:S:1:pos:R:3:nbo_charge:R:1
C -0.46 0.48 0.08 -0.52
C 0.99 0.77 0.21 0.11
C -1.60 -0.43 0.27 0.23
C 2.14 -0.25 -0.13 -0.75
O -2.86 -0.01 0.11 -0.64
H -0.87 1.54 -0.09 0.22
H -1.69 -1.38 0.89 0.19
H 2.68 0.26 -1.02 0.25
H 1.88 -1.27 -0.53 0.19
H 2.60 -0.34 0.82 0.24
H -2.82 0.64 -0.60 0.48
```

Calculated total energy ... -231.046112 hartree
HOMO energy (spin up / spin down) ... -0.280 / -0.297 hartree
LUMO (spin up / spin down) ... -0.36 / -0.40 eV
Energy above the lowest of the compared OMol25 structures with the same formula, charge and spin ... 466.3 kJ/mol